(1)
Molecular formula: C18H20BN9O2Pt
Method: DFT, ωB97M-V/def2-TZVPD

Each line ends with the Löwdin charge.
Positions of all 51 atoms, in Å:
N -1.715 -4.985 -4.850  0.240
C -1.000 2.218 -2.289  -0.566
C 0.417 2.574 -2.652  -0.066
H -1.072 3.501 0.140  0.121
H 2.238 1.455 -0.967  0.125
C -1.662 -1.516 3.239  -0.005
N -0.364 1.909 1.340  -0.099
C 2.704 -0.298 3.177  -0.004
C -1.944 -1.710 1.071  -0.077
C 0.384 -2.194 -1.552  -0.087
C 2.973 -0.368 1.003  -0.114
C -1.523 -0.997 -2.155  -0.082
C 1.249 1.306 -2.783  -0.154
H -2.272 -1.967 0.080  0.112
H 2.783 -0.301 4.252  0.149
C -0.986 3.782 2.349  0.007
C 3.656 -0.523 2.196  0.002
N -0.217 1.734 2.665  -0.010
C -1.433 -4.152 -4.113  -0.130
H -2.804 -1.880 -3.613  0.150
H 0.727 -4.076 -2.501  0.145
O -1.190 1.515 -1.130  -0.269
H -0.558 2.912 4.371  0.147
N -1.023 -0.753 1.295  -0.100
C -0.582 2.860 3.295  -0.003
H -3.117 -2.980 2.441  0.124
N 1.599 0.795 -1.415  -0.066
H -2.123 -0.109 -2.018  0.124
H 0.398 3.118 -3.594  0.146
H 0.882 3.223 -1.905  0.134
C -1.891 -1.989 -3.044  0.059
N -0.844 -0.656 2.629  -0.003
H 3.368 -0.510 0.011  0.111
H 2.179 1.429 -3.333  0.142
Pt 0.069 0.395 -0.016  1.615
H 4.696 -0.767 2.326  0.124
C -0.843 3.141 1.126  -0.068
H 1.251 -2.255 -0.906  0.122
H 2.118 -0.073 -1.515  0.082
H 0.662 0.532 -3.275  0.123
H -1.669 -1.585 4.315  0.149
B 0.167 0.358 3.212  -0.459
N 1.536 -0.028 2.589  -0.007
C -2.379 -2.213 2.281  0.005
N 1.688 -0.057 1.252  -0.106
H -1.354 4.780 2.515  0.123
N -0.393 -1.100 -1.434  -0.107
C -1.079 -3.108 -3.191  -0.161
C 0.080 -3.213 -2.423  0.046
O -1.985 2.507 -2.899  0.175
H 0.199 0.318 4.400  0.138

For the orbital gap, the calculation gives 8.01 eV. The max |F| is 1.23 eV/A. The total energy is -40405.011 eV. The net charge is +2. Its energy above the lowest of the compared OMol25 structures with the same formula, charge and spin is 1.3967 eV. Its HOMO energy is -15.76 eV.

(2)
Molecular formula: C39H116N22O15
Method: DFT, ωB97M-V/def2-TZVPD

Each line ends with the Löwdin charge.
Positions of all 192 atoms, in Å:
C 1.151 4.331 -1.949  -0.038
H 0.823 1.579 -4.636  0.098
H 4.855 -3.578 7.893  0.057
H 0.558 4.181 1.615  0.055
H -6.442 0.769 6.175  0.087
C 1.235 4.542 2.388  -0.063
H -5.452 2.738 2.772  0.051
C 4.333 -0.092 -1.026  -0.753
H 3.574 2.887 -1.128  0.068
N -1.448 1.126 6.505  0.172
H -2.592 2.021 1.273  0.066
C 4.683 -4.919 5.755  -0.070
H -2.969 1.187 -4.191  0.047
C -0.613 -2.796 -5.409  -0.100
N -0.673 3.228 -6.764  0.169
C -5.949 -5.451 -5.296  -0.071
H -3.744 -4.608 -3.633  0.119
C 0.450 -1.926 1.448  -0.024
C 2.832 -3.208 6.056  -0.193
H -1.417 6.312 2.455  0.077
H 1.647 5.102 -1.360  0.088
H 2.621 -2.164 5.824  0.120
H 3.130 -5.737 2.460  0.131
H -6.426 -3.462 -4.578  0.124
C -2.758 4.353 1.211  -0.200
H -5.002 0.404 2.757  0.107
H -2.745 -3.005 -1.942  0.079
C 0.305 5.687 -3.843  -0.236
H 3.384 -3.019 -7.395  0.073
N -1.074 3.876 -2.922  0.060
O 0.245 -0.748 -1.262  -0.241
H 4.980 2.566 -0.080  0.082
N 0.369 -4.477 -2.105  0.177
H -1.436 -2.138 -5.690  0.084
H -3.381 -1.773 5.357  0.084
H 1.916 5.249 1.913  0.073
H 3.212 1.771 1.495  0.101
H -0.512 -2.429 1.339  0.065
C -2.021 6.524 1.573  -0.106
H 4.888 4.077 -0.801  0.094
H 0.340 0.625 -2.906  0.074
H 2.445 -3.454 7.045  0.134
H -0.572 3.327 -3.605  0.034
H 0.419 -2.668 4.603  0.062
C 1.668 7.512 -4.297  -0.105
C -3.985 3.465 1.268  -0.429
H 1.958 -3.048 -1.369  0.082
H -0.678 -3.705 -6.007  0.095
H -4.452 0.300 -4.358  0.117
N 4.473 -4.781 0.813  0.188
H 3.089 -4.384 3.537  0.071
H 1.854 4.155 -2.763  0.079
C 0.227 -0.403 1.120  -0.361
N 5.484 -0.405 -0.518  0.184
H 4.216 -0.771 -4.290  0.063
H 4.819 -5.431 6.708  0.075
H 3.388 -1.399 0.277  0.047
N 3.142 3.752 3.651  0.051
H -2.421 4.237 0.181  0.120
H 1.209 0.070 1.155  0.105
H 0.873 -2.256 2.397  0.053
H 1.620 -3.452 -4.296  0.088
C 3.246 -0.930 -4.763  -0.041
C 3.876 -4.046 1.707  -0.693
H -4.011 3.164 3.527  0.059
O -4.476 -2.649 -3.157  -0.202
H -5.046 -5.991 -5.579  0.069
O 0.066 0.242 5.117  0.024
C -5.531 -4.040 -4.809  -0.401
H -1.549 3.607 -7.094  0.122
O 4.196 0.572 -2.036  0.014
H 4.247 -1.550 2.333  0.018
H 2.286 6.943 -4.992  0.087
H -3.532 -1.381 -1.742  0.065
H -0.459 0.973 -0.449  0.124
H -1.994 2.455 4.802  0.091
H -6.363 1.539 4.545  0.079
C -0.150 -0.296 -2.591  -0.029
H 3.958 -2.948 -5.046  0.130
C 0.604 -3.567 5.191  -0.087
C 4.295 -3.435 5.930  -0.399
N -3.527 2.180 0.927  0.048
H -5.141 4.411 2.864  0.079
O 4.579 1.170 3.658  0.035
H -1.222 -0.096 -2.604  0.074
H 0.209 3.527 -7.155  0.102
C -4.656 -4.030 -3.487  -0.172
H -4.181 1.556 1.376  0.052
H 1.505 2.506 3.111  0.107
H -2.374 2.350 -2.432  0.048
H 2.490 -0.759 -3.997  0.047
C -3.879 -1.419 3.275  -0.403
C -4.640 3.459 2.687  -0.038
H -0.382 -5.085 -2.398  0.129
H 3.324 -4.189 -1.344  0.092
H 3.608 2.927 3.998  0.030
H -2.865 -3.059 4.261  0.077
N 5.098 -2.966 7.127  0.042
C -0.769 1.060 5.360  -0.757
H 5.759 -0.881 2.767  0.118
O 1.976 -3.785 5.094  -0.249
H 0.773 5.014 3.255  0.070
H -2.170 1.830 6.544  0.097
N -0.650 0.160 2.145  0.050
H -1.493 -0.388 2.247  0.016
H -3.637 0.640 3.931  0.106
N -3.140 -1.326 2.037  0.037
N 3.270 -0.652 -0.392  0.196
H 4.807 -4.347 -0.035  0.117
H -1.417 0.357 7.158  0.119
H -5.426 -2.983 -6.660  0.068
N 2.901 -0.284 3.721  0.223
C -4.153 1.233 -2.590  -0.826
H -1.954 -1.663 4.281  0.056
C -0.420 -0.094 -0.228  -0.206
H -0.184 -0.076 3.009  0.028
H -4.692 3.789 0.505  0.148
C -2.994 -1.981 4.359  -0.047
N 3.351 -2.182 -6.831  0.007
C 1.737 -3.066 -5.309  -0.193
C 2.130 3.304 2.710  -0.400
H -0.903 -2.865 -4.361  0.058
O 1.837 -6.112 -2.038  0.015
H -2.832 -2.186 1.607  0.082
H 3.912 -5.338 5.109  0.049
H 1.278 2.577 -6.116  0.113
O 3.534 3.704 0.725  -0.192
H -5.251 -4.483 -2.694  0.121
H 0.101 -4.385 4.677  0.097
H -1.956 4.031 1.874  0.115
H -1.411 -0.519 -0.386  0.116
H 5.660 -4.966 5.274  0.078
H 0.099 -1.209 -3.132  0.073
H 0.221 -3.493 -1.932  0.091
C -0.103 4.908 -2.604  -0.426
C 4.241 3.309 -0.377  -0.133
H -4.303 -2.624 -1.134  0.081
C 2.725 2.737 1.360  -0.181
O 3.610 -2.856 1.591  -0.016
H 2.142 0.260 4.106  0.094
H -4.967 1.477 5.673  0.070
H 0.867 8.073 -4.777  0.090
O -5.206 1.012 -2.058  0.025
H -1.286 6.476 0.769  0.074
H 0.892 3.419 -1.410  0.070
O 0.661 -2.171 -5.557  -0.200
N -1.190 1.946 4.466  0.182
H 3.753 4.307 3.068  0.069
N -3.277 2.062 -2.082  0.173
H 0.286 -3.443 6.226  0.098
H 6.072 -3.130 6.918  0.063
H 3.019 -0.101 -5.433  0.063
O -1.502 1.712 -5.293  0.049
C -4.459 0.000 3.611  -0.188
O 1.132 6.671 -3.321  -0.188
H -0.583 5.565 -1.878  0.135
C -0.591 2.299 -5.805  -0.748
H -1.742 4.384 -3.484  0.084
H 2.349 8.198 -3.793  0.092
H 4.749 -3.029 5.026  0.122
C 3.138 -2.344 -5.436  -0.386
C 4.118 0.058 3.529  -0.778
H -3.770 -0.976 1.330  0.081
H 1.656 -3.990 -5.880  0.118
N -4.844 -3.308 -5.901  0.032
O -5.425 -0.284 4.623  -0.188
H -3.514 2.435 -1.174  0.060
N -3.811 0.817 -3.773  0.179
H 4.731 -5.722 1.074  0.129
H 1.049 -2.470 0.718  0.042
H 2.664 -1.248 3.536  0.090
H 0.893 5.085 -4.536  0.114
O -3.192 5.722 1.364  -0.165
C -5.834 0.940 5.287  -0.074
H 2.628 -1.575 -7.191  0.069
H 2.372 -0.457 -0.810  0.076
H -0.882 1.732 3.528  0.065
N 3.421 -4.795 2.677  0.198
H -2.437 7.531 1.553  0.088
N 2.350 -3.970 -1.495  0.187
H 6.167 -0.153 -1.218  0.125
N 4.756 -0.873 2.883  0.159
H -0.572 6.094 -4.347  0.127
H -4.432 -2.536 -5.397  0.043
H -4.746 -2.072 3.174  0.137
H 1.909 2.574 0.656  0.097
C 1.542 -4.933 -1.876  -0.798
H -6.594 -5.414 -6.173  0.070
H 5.624 -0.880 0.362  0.094
C -3.670 -2.431 -2.000  -0.101
N 0.665 2.231 -5.392  0.178
H -6.408 -6.101 -4.552  0.068

For the orbital gap, the calculation gives 8.24 eV. The max |F| is 6.06 eV/A. The total energy is -105818.140 eV. Its energy above the lowest of the compared OMol25 structures with the same formula, charge and spin is 3.8524 eV. Its HOMO energy is -8.06 eV.

(3)
Molecular formula: C26H30N6O4
Method: DFT, ωB97M-V/def2-TZVPD

Each line ends with the Löwdin charge.
Positions of all 66 atoms, in Å:
H 4.824 -0.962 0.041  0.140
O 1.711 0.324 2.331  0.028
C -5.170 3.812 0.383  -0.088
H -4.569 -0.874 -1.943  0.089
H -4.455 -5.590 -1.428  0.093
C -2.792 3.973 0.240  -0.036
H 1.613 2.481 0.737  0.127
H -2.414 -0.262 0.679  0.118
O -3.766 0.768 -1.145  -0.109
N 2.616 0.376 -0.504  -0.051
C 6.448 1.498 -1.459  -0.155
H -4.046 5.500 1.067  0.099
H -6.042 2.021 -0.367  0.100
C 0.363 -3.890 0.863  -0.002
C -0.580 -4.714 0.306  0.012
C 3.765 0.904 0.174  -0.071
H -1.723 1.901 1.819  0.129
H -5.579 0.577 -2.136  0.098
C -2.149 -2.895 0.168  0.044
H 3.900 1.951 -0.116  0.139
H -3.889 -3.940 -1.788  0.092
H -3.106 -2.476 -0.098  0.103
O 6.089 0.522 0.669  -0.095
H -6.127 4.226 0.663  0.102
C -4.008 4.523 0.609  -0.088
C 0.973 2.252 -0.121  -0.106
C 0.803 -0.347 1.850  -0.432
C -3.901 2.003 -0.571  -0.225
C -0.501 0.174 1.459  -0.108
H -1.472 1.102 -1.024  0.097
H -1.021 2.700 -1.628  0.139
H 6.025 -0.561 -1.966  0.121
C -3.966 -4.710 -1.013  -0.090
N -0.399 2.375 0.310  -0.140
N 1.423 -0.999 -1.558  -0.018
H 4.661 0.516 -2.284  0.110
H 3.587 0.858 1.255  0.122
H 7.349 2.121 0.451  0.120
C -1.378 2.158 -0.746  -0.136
C 0.067 -2.543 1.086  -0.195
C -1.196 -2.040 0.736  -0.137
C -4.922 0.032 -1.451  -0.086
C 5.490 0.319 -1.610  -0.129
H 1.150 3.005 -0.900  0.136
N 2.586 -0.830 -1.081  0.054
H 1.894 -2.062 1.891  0.166
H -5.483 -0.239 -0.550  0.097
H 7.955 0.575 -0.191  0.120
C 5.027 0.094 -0.166  -0.326
C -1.446 -0.653 0.954  0.050
C -2.717 2.721 -0.347  -0.142
H 1.338 -4.273 1.125  0.116
H -0.371 -5.756 0.122  0.121
H 5.901 2.442 -1.444  0.107
O -2.696 -5.143 -0.592  -0.085
H -0.020 2.059 2.319  0.130
H -4.559 -4.327 -0.177  0.095
H 7.196 1.542 -2.248  0.111
H -1.872 4.509 0.413  0.117
C 1.380 0.917 -0.656  -0.275
N 0.983 -1.691 1.644  0.183
C -0.691 1.664 1.551  -0.109
N 0.650 0.052 -1.327  0.091
C 7.067 1.215 -0.091  -0.192
C -5.121 2.558 -0.204  -0.024
C -1.849 -4.224 -0.049  -0.269

For the orbital gap, the calculation gives 8.22 eV. The max |F| is 1.61 eV/A. The total energy is -44578.474 eV. The structure (SMILES) is COc1ccc2[nH]c(=O)c(CN(Cc3ccccc3OC)Cc3nnnn3C[C@H]3CCCO3)cc2c1. Its energy above the lowest of the compared OMol25 structures with the same formula, charge and spin is 2.3095 eV. Its HOMO energy is -7.86 eV.

The lowest orbital gap belongs to which entry? C18H20BN9O2Pt

Which formula does entry 3 have? C26H30N6O4

Which of these has the lowest max |F|? C18H20BN9O2Pt